[1]
Density functional theory data (ωB97M-V with the def2-TZVPD basis set) for 2 unconnected molecules or ions with the total composition C34H64N3O2.

Geometry (Å):
C1 5.330 -2.517 2.022
C2 5.881 -3.434 0.845
C3 4.760 -3.617 -0.282
C4 5.261 -3.164 -1.719
C5 4.813 -1.641 -1.964
C6 5.933 -0.710 -1.313
C7 5.863 0.788 -1.789
C8 4.779 1.698 -1.057
C9 3.987 1.001 0.102
C10 3.053 1.946 0.978
C11 1.668 1.179 1.126
C12 0.667 1.800 2.169
C13 -0.553 0.765 2.295
N1 -1.832 1.370 1.862
C14 -2.823 0.303 1.621
C15 -4.236 0.801 1.189
C16 -5.110 -0.192 0.542
C17 -6.455 0.160 0.062
C18 -6.959 1.516 0.215
C19 -6.108 2.487 0.891
C20 -4.777 2.146 1.370
O1 -4.032 3.150 1.998
C21 2.894 3.429 0.447
C22 3.936 4.474 1.015
C23 4.265 5.462 -0.198
C24 3.232 5.381 2.114
N2 5.234 3.896 1.430
O2 6.070 4.821 1.790
C25 5.109 2.823 2.448
C26 6.384 1.866 2.237
C27 5.270 3.372 3.949
C28 3.731 2.040 2.419
H1 4.228 -2.698 2.147
H2 5.462 -1.422 1.831
H3 5.840 -2.729 3.005
H4 6.124 -4.421 1.324
H5 6.831 -3.034 0.400
H6 3.837 -3.073 0.054
H7 4.527 -4.714 -0.311
H8 4.690 -3.758 -2.486
H9 6.372 -3.266 -1.833
H10 4.710 -1.425 -3.060
H11 3.822 -1.542 -1.457
H12 6.003 -0.843 -0.203
H13 6.905 -1.123 -1.721
H14 5.720 0.827 -2.908
H15 6.872 1.252 -1.604
H16 5.282 2.657 -0.782
H17 4.015 1.968 -1.846
H18 3.319 0.233 -0.389
H19 4.623 0.417 0.818
H20 1.944 0.153 1.520
H21 1.163 1.002 0.138
H22 0.276 2.788 1.788
H23 1.068 1.898 3.205
H24 -0.349 -0.124 1.632
H25 -0.676 0.476 3.378
H26 -1.684 1.820 0.951
H27 -2.432 -0.321 0.753
H28 -2.863 -0.414 2.492
H29 -4.777 -1.247 0.383
H30 -7.074 -0.654 -0.429
H31 -7.950 1.859 -0.152
H32 -6.466 3.530 1.059
H33 -4.098 3.005 2.960
H34 2.817 3.502 -0.676
H35 1.886 3.783 0.815
H36 4.883 6.336 0.124
H37 4.919 4.867 -0.905
H38 3.354 5.738 -0.784
H39 3.942 5.879 2.817
H40 2.387 4.847 2.637
H41 2.729 6.215 1.543
H42 7.294 2.252 2.747
H43 6.080 0.839 2.596
H44 6.515 1.770 1.128
H45 4.582 2.805 4.644
H46 4.991 4.448 4.050
H47 6.303 3.188 4.343
H48 3.072 2.538 3.181
H49 3.948 0.988 2.763
C29 -10.143 -6.115 -3.244
C30 -9.907 -4.633 -2.981
N3 -8.599 -4.333 -2.419
C31 -8.482 -2.962 -1.939
C32 -8.577 -1.839 -2.973
C33 -7.452 -4.830 -3.168
C34 -7.292 -4.363 -4.618
H50 -10.007 -6.702 -2.333
H51 -11.165 -6.268 -3.595
H52 -9.475 -6.506 -4.014
H53 -10.674 -4.307 -2.270
H54 -10.089 -4.080 -3.912
H55 -7.545 -2.853 -1.383
H56 -9.268 -2.801 -1.192
H57 -7.658 -1.748 -3.553
H58 -8.723 -0.883 -2.463
H59 -9.413 -1.968 -3.661
H60 -7.489 -5.923 -3.165
H61 -6.535 -4.594 -2.619
H62 -8.235 -4.371 -5.168
H63 -6.605 -5.032 -5.144
H64 -6.865 -3.363 -4.676

Results
**HOMO-LUMO gap (alpha / beta)**: 8.8191 / 8.2650 eV
**Spin multiplicity**: 2
**Charge**: 0
**E_HOMO (alpha / beta)**: -8.21 / -8.21 eV
**Molar mass**: 546.91 g/mol
**Electronic energy**: -1648.4198 hartree


[2]
Density functional theory data (ωB97M-V with the def2-TZVPD basis set) for 2 unconnected molecules or ions with the total composition C20H31F4NO7S2.

Geometry (Å):
C1 3.938 -2.425 -0.589
C2 4.279 -0.805 -0.601
O1 4.004 -0.135 -1.878
C3 2.673 0.487 -1.924
C4 1.567 -0.672 -2.271
C5 0.489 -0.287 -3.441
C6 -0.723 0.742 -2.923
S1 -2.354 0.429 -3.867
C7 -3.829 0.870 -2.735
S2 -4.874 2.116 -3.239
N1 -3.958 0.032 -1.485
C8 -4.418 0.807 -0.281
C9 -5.999 0.653 0.112
O2 -6.229 -0.806 0.349
C10 -6.162 -1.385 -1.001
C11 -4.689 -1.266 -1.702
O3 2.812 1.357 -3.139
C12 2.234 2.713 -3.048
O4 2.295 3.738 -3.908
O5 1.568 2.689 -1.723
C13 2.280 1.685 -0.870
C14 1.332 1.108 0.381
O6 1.247 2.045 1.519
C15 0.450 1.498 2.629
F1 0.350 2.598 3.659
F2 -0.965 1.178 2.263
F3 1.123 0.342 3.280
C16 3.481 2.625 -0.228
C17 3.003 4.220 -0.080
F4 4.715 2.671 -1.076
H1 2.755 -2.582 -0.626
H2 4.355 -2.844 0.422
H3 4.489 -2.957 -1.473
H4 3.802 -0.308 0.344
H5 5.460 -0.738 -0.441
H6 2.186 -1.610 -2.668
H7 0.987 -1.080 -1.315
H8 -0.085 -1.299 -3.708
H9 0.971 0.067 -4.461
H10 -0.438 1.851 -3.171
H11 -0.954 0.539 -1.794
H12 -4.220 1.975 -0.423
H13 -3.765 0.480 0.633
H14 -6.180 1.161 1.176
H15 -6.756 1.129 -0.642
H16 -7.046 -0.893 -1.627
H17 -6.408 -2.546 -0.907
H18 -3.940 -2.144 -1.406
H19 -4.864 -1.400 -2.876
H20 1.702 0.070 0.790
H21 0.217 0.925 0.006
H22 3.778 2.143 0.804
H23 3.169 4.760 -1.114
H24 3.709 4.693 0.754
H25 1.899 4.324 0.309
C18 0.744 -4.528 5.275
C19 0.807 -3.200 4.569
C20 0.223 -2.009 5.279
O7 1.317 -3.093 3.455
H26 1.203 -5.297 4.644
H27 1.295 -4.475 6.218
H28 -0.298 -4.803 5.458
H29 0.750 -1.843 6.222
H30 -0.842 -2.171 5.462
H31 0.339 -1.119 4.651

Results
**HOMO-LUMO gap**: 7.8296 eV
**Spin multiplicity**: 1
**Charge**: 0
**E_HOMO**: -8.61 eV
**Molar mass**: 537.59 g/mol
**Electronic energy**: -2557.5430 hartree


[3]
Density functional theory data (ωB97M-V with the def2-TZVPD basis set) for 2 unconnected molecules or ions with the total composition C3H11N2.

Geometry (Å):
C1 -2.320 1.027 -0.168
N1 -1.382 -0.189 -0.073
H1 -3.377 0.664 -0.355
H2 -2.075 1.580 -1.115
H3 -2.345 1.721 0.660
H4 -1.658 -0.990 -0.693
H5 -0.024 0.019 0.192
H6 -1.369 -0.432 0.916
C2 1.678 -1.475 0.234
C3 1.964 0.967 0.006
N2 1.215 -0.039 0.229
H7 1.553 -1.846 -0.792
H8 2.774 -1.571 0.359
H9 0.940 -2.063 0.840
H10 1.503 1.939 0.194
H11 2.922 0.688 -0.435

Results
**Energy above the lowest of the compared OMol25 structures with the same formula, charge and spin**: 2.040 eV
**HOMO-LUMO gap**: 10.9363 eV
**Spin multiplicity**: 1
**Charge**: +1
**E_HOMO**: -14.86 eV
**Molar mass**: 75.13 g/mol
**Electronic energy**: -230.1074 hartree


[4]
Density functional theory data (ωB97M-V with the def2-TZVPD basis set) for a molecular structure, C45H52BN9O7S6Sr.

Geometry (Å):
Sr1 -1.466 -0.101 -1.208
C1 -3.297 -0.793 5.049
C2 -2.829 -2.078 4.367
C3 -3.037 -3.249 5.327
C4 -3.622 -2.357 3.089
N1 -1.378 -1.968 4.041
C5 -0.398 -2.833 4.518
C6 0.740 -2.545 3.855
N2 0.484 -1.503 2.997
B1 1.338 -1.088 1.753
N3 2.462 -2.136 1.545
C7 3.813 -1.878 1.533
C8 4.443 -2.953 1.024
N4 3.464 -3.898 0.716
C9 2.241 -3.379 1.035
S1 0.708 -4.132 0.950
C10 3.719 -5.138 -0.068
C11 5.220 -5.269 -0.324
C12 3.003 -5.051 -1.415
C13 3.261 -6.358 0.731
N5 1.966 0.320 2.075
C14 1.673 0.976 3.258
C15 2.120 2.241 3.168
N6 2.713 2.382 1.924
C16 2.600 1.202 1.244
S2 3.224 0.827 -0.279
C17 3.301 3.653 1.404
C18 3.088 4.753 2.443
C19 4.802 3.454 1.196
C20 2.611 4.082 0.109
C21 -0.812 -1.148 3.110
S3 -1.540 0.152 2.269
H1 -4.364 -0.871 5.268
H2 -3.131 0.069 4.405
H3 -2.757 -0.642 5.987
H4 -4.107 -3.323 5.523
H5 -2.528 -3.098 6.281
H6 -2.706 -4.194 4.894
H7 -4.660 -2.564 3.357
H8 -3.212 -3.221 2.563
H9 -3.593 -1.510 2.411
H10 -0.587 -3.577 5.265
H11 1.714 -2.997 3.918
H12 0.530 -1.075 0.865
H13 4.210 -0.944 1.884
H14 5.489 -3.122 0.865
H15 5.609 -4.439 -0.915
H16 5.381 -6.189 -0.888
H17 5.788 -5.339 0.606
H18 3.349 -4.178 -1.971
H19 1.926 -4.964 -1.279
H20 3.219 -5.952 -1.994
H21 3.820 -6.429 1.667
H22 3.448 -7.260 0.142
H23 2.200 -6.293 0.961
H24 1.144 0.489 4.056
H25 2.055 3.041 3.878
H26 3.581 4.531 3.392
H27 2.026 4.931 2.620
H28 3.523 5.671 2.045
H29 5.292 3.217 2.145
H30 5.232 4.379 0.803
H31 4.992 2.648 0.491
H32 1.542 4.196 0.276
H33 2.744 3.352 -0.684
H34 3.039 5.038 -0.207
O1 -4.903 -0.444 -1.122
S4 -3.941 -1.387 -1.901
O2 -4.728 -2.360 -2.603
O3 -3.005 -1.937 -0.871
O4 -3.153 -0.490 -2.809
O5 -0.698 2.962 1.549
H35 -0.755 2.120 2.027
H36 -1.214 2.782 0.752
O6 0.987 -1.150 -1.814
C22 2.063 -1.472 -1.686
N7 -8.032 3.334 1.238
C23 -7.059 2.854 0.853
C24 -5.839 2.244 0.359
C25 -5.015 2.973 -0.526
C26 -3.740 2.469 -0.694
N8 -3.317 1.302 -0.200
C27 -4.324 0.392 0.182
C28 -5.477 1.014 0.816
H37 -5.306 3.937 -0.914
H38 -2.978 3.079 -1.176
H39 -3.906 -0.402 0.788
H40 -6.060 0.480 1.552
S5 -2.311 -3.251 -5.345
C29 -1.192 -2.477 -4.274
N9 -0.882 -3.089 -3.188
C30 -1.584 -4.290 -3.132
C31 -1.487 -5.192 -2.067
C32 -2.227 -6.350 -2.124
C33 -3.060 -6.621 -3.224
C34 -3.160 -5.738 -4.277
C35 -2.408 -4.563 -4.220
H41 -0.769 -1.520 -4.558
H42 -0.851 -4.944 -1.225
H43 -2.174 -7.059 -1.307
H44 -3.644 -7.533 -3.239
H45 -3.813 -5.944 -5.115
C36 1.760 8.841 -3.378
C37 1.567 9.255 -4.814
O7 1.857 10.358 -5.213
S6 0.935 8.090 -6.008
C38 0.614 6.621 -5.084
C39 -0.600 6.442 -4.421
C40 -0.826 5.315 -3.655
C41 0.148 4.310 -3.532
C42 1.349 4.485 -4.242
C43 1.575 5.615 -5.002
C44 -0.058 3.158 -2.729
C45 -0.173 2.135 -2.060
H46 1.638 9.728 -2.759
H47 2.784 8.477 -3.270
H48 1.091 8.049 -3.058
H49 -1.369 7.202 -4.503
H50 -1.765 5.188 -3.133
H51 2.103 3.712 -4.168
H52 2.511 5.728 -5.538

Results
**Energy above the lowest of the compared OMol25 structures with the same formula, charge and spin**: 0.831 eV
**HOMO-LUMO gap**: 6.5788 eV
**Spin multiplicity**: 1
**Charge**: -2
**E_HOMO**: -2.91 eV
**Molar mass**: 1121.80 g/mol
**Electronic energy**: -5210.4785 hartree


[5]
Density functional theory data (ωB97M-V with the def2-TZVPD basis set) for C3H5NO in the gas phase.

Geometry (Å):
O1 2.090 0.310 -1.127
C1 0.972 0.248 -0.607
C2 -0.073 -0.892 -0.360
C3 -0.755 0.117 0.593
N1 0.180 1.135 0.131
H1 -0.637 -1.255 -1.214
H2 0.396 -1.773 0.102
H3 -0.662 -0.270 1.654
H4 -1.888 0.319 0.422
H5 0.375 2.061 0.406

Results
**Energy above the lowest of the compared OMol25 structures with the same formula, charge and spin**: 0.622 eV
**HOMO-LUMO gap**: 10.8669 eV
**Spin multiplicity**: 1
**Charge**: 0
**E_HOMO**: -9.88 eV
**Molar mass**: 71.08 g/mol
**Electronic energy**: -247.2844 hartree


[6]
Density functional theory data (ωB97M-V with the def2-TZVPD basis set) for C6H8ClNS in the gas phase.

Geometry (Å):
C1 -0.316 2.221 0.210
C2 -0.231 3.043 1.265
C3 0.580 1.239 -0.256
C4 2.000 1.654 1.946
C5 1.463 -0.941 -0.598
C6 -0.670 -0.504 0.737
N1 0.517 -0.018 -0.025
S1 0.756 2.583 2.685
Cl1 3.252 1.068 2.953
H1 -1.033 2.413 -0.496
H2 -1.059 3.812 1.399
H3 0.998 -1.677 -1.404
H4 2.130 -0.402 -1.243
H5 1.881 -1.591 0.156
H6 -1.427 -0.891 0.129
H7 -0.270 -1.186 1.441
H8 -1.144 0.490 1.137

Results
**Energy above the lowest of the compared OMol25 structures with the same formula, charge and spin**: 5.749 eV
**HOMO-LUMO gap (alpha / beta)**: 7.1615 / 7.1605 eV
**Spin multiplicity**: 1
**Charge**: 0
**E_HOMO (alpha / beta)**: -7.23 / -7.23 eV
**Molar mass**: 161.66 g/mol
**Electronic energy**: -1146.3336 hartree


[7]
Density functional theory data (ωB97M-V with the def2-TZVPD basis set) for C11H18BrNO in the gas phase.

Geometry (Å):
C1 -2.768 -1.265 1.087
C2 -2.191 -0.255 1.872
Br1 -3.265 0.576 3.232
C3 -0.767 0.253 1.767
N1 0.081 -0.548 0.890
C4 0.740 -1.626 1.442
C5 0.544 -2.124 2.850
O1 1.580 -2.229 0.786
C6 0.456 -0.067 -0.449
C7 1.478 1.103 -0.386
C8 1.908 1.635 -1.774
C9 1.148 0.975 -2.938
C10 -0.336 0.972 -2.689
C11 -0.758 0.451 -1.296
H1 -2.223 -1.836 0.351
H2 -3.820 -1.489 1.268
H3 -0.781 1.268 1.358
H4 -0.347 0.350 2.729
H5 1.228 -1.560 3.528
H6 0.816 -3.196 2.951
H7 -0.495 -1.996 3.185
H8 0.922 -0.919 -1.017
H9 1.104 1.940 0.229
H10 2.353 0.726 0.112
H11 2.981 1.467 -1.887
H12 1.737 2.699 -1.805
H13 1.508 -0.063 -3.033
H14 1.383 1.436 -3.906
H15 -0.785 0.342 -3.446
H16 -0.704 1.993 -2.838
H17 -1.568 -0.316 -1.402
H18 -1.162 1.302 -0.771

Results
**Energy above the lowest of the compared OMol25 structures with the same formula, charge and spin**: 0.000 eV
**HOMO-LUMO gap**: 9.9565 eV
**Spin multiplicity**: 1
**Charge**: 0
**E_HOMO**: -9.25 eV
**Molar mass**: 260.17 g/mol
**Electronic energy**: -3133.9324 hartree


[8]
Density functional theory data (ωB97M-V with the def2-TZVPD basis set) for C5H7FO in the gas phase.

Geometry (Å):
C1 -0.324 -0.790 -0.403
C2 -0.993 0.479 -0.074
C3 1.800 0.066 0.738
C4 1.831 0.500 -0.650
C5 -2.306 0.664 0.080
O1 1.114 -0.805 -0.197
F1 -3.110 -0.442 0.299
H1 -0.281 -0.988 -1.460
H2 -0.956 -1.574 0.077
H3 -0.424 1.269 -0.295
H4 2.561 -0.555 1.428
H5 0.999 0.503 1.464
H6 2.798 0.007 -1.057
H7 -2.709 1.665 0.049

Results
**Energy above the lowest of the compared OMol25 structures with the same formula, charge and spin**: 5.838 eV
**HOMO-LUMO gap**: 9.0918 eV
**Spin multiplicity**: 1
**Charge**: 0
**E_HOMO**: -8.22 eV
**Molar mass**: 102.11 g/mol
**Electronic energy**: -369.5845 hartree


> Look up the molar mass of the second one.

537.59 g/mol